1.
Molecular formula: C29H45AuClN4SSi4
Method: DFT, ωB97M-V/def2-TZVPD

## Properties
HOMO energy, eV: -3.8
ΔE to the lowest compared entry with this formula, charge and spin, kcal/mol: 25.49
Charge: -1

Each line ends with the Löwdin charge.
Geometry (Å):
H1 -2.5720 -0.1400 3.2195  0.00
H2 -2.2558 -1.6361 -2.7978  0.02
N1 -4.8379 -5.6016 -1.5538  0.04
H3 -0.8346 2.4793 -2.1860  -0.01
S1 3.6791 -2.4612 -0.2791  1.14
H4 -1.0331 4.0071 1.2095  0.00
C1 -0.5678 -5.1916 0.5884  -0.13
H5 3.1977 -4.7322 0.2428  0.05
H6 0.8812 2.0631 -2.3831  0.00
H7 3.4805 5.1509 -1.7331  0.09
H8 1.1689 1.5196 -0.0677  0.07
H9 5.3758 2.1337 -0.6461  0.11
C2 4.5375 1.4618 -0.5157  -0.03
C3 -0.1299 -3.8921 0.2633  -0.20
Si1 -0.5055 -0.5607 0.1283  0.41
H10 0.2777 1.6351 4.0262  0.03
H11 1.1032 -2.2741 2.6869  0.02
C4 1.2477 -1.2345 2.9933  -0.21
H12 -4.1726 2.8557 1.6750  0.02
H13 1.2266 1.8956 2.5608  0.01
H14 2.3314 -6.9371 0.7337  0.10
C5 -1.6852 3.7932 0.3591  -0.27
N2 -3.0862 -4.1431 -0.6759  0.03
C6 3.0916 3.5172 -0.3668  -0.55
H15 -0.4931 2.3392 2.5991  -0.01
H16 -3.3840 -0.3062 0.1928  -0.11
C7 2.1251 -4.8506 0.3263  -0.10
C8 2.3995 -0.2506 -0.1892  -0.31
C9 3.9188 4.1201 0.7777  -0.04
C10 -1.6863 -0.7505 3.3732  -0.22
Si2 -0.1969 -0.1483 2.4188  0.37
C11 2.1743 1.1317 -0.1913  0.01
Au1 -1.7399 -2.5451 0.0242  0.88
H17 -1.9408 -1.7750 3.0978  0.01
C12 -6.0882 -5.6626 -1.1352  -0.44
C13 1.6480 -6.1065 0.6141  -0.09
H18 -0.1373 -7.2395 1.0099  0.10
H19 1.3157 -1.2170 4.0853  0.03
H20 2.2075 -0.8909 2.5971  0.02
C14 3.5943 4.0647 -1.7102  -0.04
H21 -2.9610 -0.0222 -2.6331  0.01
C15 0.2778 -6.2693 0.7643  -0.08
H22 -1.1570 4.1080 -0.5445  0.00
C16 1.6410 3.9464 -0.1879  -0.07
H23 -2.5713 4.4300 0.4577  0.02
C17 -3.4832 2.0137 1.8040  -0.26
C18 -0.1392 1.7729 -2.6403  -0.20
N3 1.4329 -1.2568 -0.0349  -0.11
H24 1.5744 5.0361 -0.2057  0.10
H25 1.0040 3.5637 -0.9847  0.05
Cl1 -4.5436 -1.9489 1.3816  0.43
C19 0.2418 1.6061 2.9327  -0.21
H26 -1.4369 -0.7368 4.4392  0.03
H27 1.8658 -0.7214 -2.7121  0.02
H28 4.6470 3.8335 -1.8797  0.07
C20 -3.9763 -4.7940 -1.0562  -0.35
H29 -3.1722 2.4063 -2.0830  0.01
C21 -3.6112 2.1986 -1.1029  -0.26
H30 4.9808 3.8885 0.6833  0.07
H31 -2.9559 2.1646 2.7506  0.01
H32 -1.9830 -0.4224 -4.0504  0.03
H33 -4.0856 1.1065 1.9031  0.00
Si3 -2.2968 1.9633 0.2898  0.47
H34 -4.0170 -1.5637 -0.8778  -0.01
H35 -4.2741 1.3367 -1.2124  0.01
C22 -2.0866 -0.5718 -2.9709  -0.21
H36 0.7785 -0.9697 -4.0798  0.03
H37 3.5729 3.7420 1.7418  0.09
C23 3.6892 -0.7434 -0.3450  -0.47
H38 3.8104 5.2070 0.7799  0.08
C24 -3.4792 -1.3710 0.0468  -0.78
H39 1.2309 3.6061 0.7626  0.07
C25 1.9469 -2.4569 -0.0427  -0.48
N4 -7.2030 -5.7984 -0.8481  0.06
Si4 -0.4930 -0.0104 -2.1594  0.38
H40 5.7758 -0.2854 -0.6360  0.11
H41 3.0168 3.6452 -2.5363  0.09
H42 -1.6275 -5.3641 0.6939  0.06
H43 -0.2417 1.8472 -3.7276  0.04
H44 0.7599 -2.1054 -2.7280  0.03
C26 1.2671 -3.7442 0.1693  -0.26
C27 3.2468 1.9961 -0.3535  -0.15
C28 4.7752 0.1076 -0.5130  -0.07
H45 -4.2361 3.0579 -0.8350  0.01
C29 0.8603 -1.0487 -2.9914  -0.21

***

2.
Molecular formula: C29H45CeCl2N2PS
Method: DFT, ωB97M-V/def2-TZVPD

## Properties
HOMO energy, eV: -6.8

Each line ends with the Löwdin charge.
Geometry (Å):
H1 1.8299 0.6739 5.5904  0.18
H2 -0.5111 0.9023 -4.0814  0.10
C1 0.1450 3.2512 2.1292  -0.07
H3 -0.3189 -6.5440 -2.4042  0.11
H4 1.9180 -5.4677 -1.9881  0.11
H5 -3.7652 1.2720 -1.7552  0.12
C2 3.3179 1.6945 -2.3689  -0.20
Cl1 2.2164 0.1787 2.4181  0.19
H6 1.1781 1.8024 -2.6230  0.10
C3 -1.1576 -2.1338 7.7038  -0.01
H7 -2.2269 2.8555 -3.8816  0.11
H8 -0.2905 -5.6707 -0.8714  0.11
C4 1.1560 -3.4475 -1.7807  -0.23
H9 1.1501 -4.8295 -3.4424  0.11
C5 0.0784 -0.0123 8.2158  -0.06
Cl2 -2.0316 -0.5403 2.1443  0.18
H10 1.6720 1.4955 -0.9578  0.10
H11 -0.8124 2.0812 -1.7924  0.10
P1 0.1123 -0.8793 -1.4579  1.12
H12 -1.1024 -0.7439 -4.3080  0.10
N1 -0.2526 -1.0290 7.3967  -0.12
C6 -0.3465 1.6366 3.9884  -0.50
H13 -0.6067 1.6026 5.0505  0.08
H14 -0.6043 -3.0950 7.6341  0.10
C7 2.0214 -0.6073 -3.7084  -0.21
C8 0.0003 4.5117 1.5634  -0.08
H15 3.6605 -0.4143 -5.1211  0.11
H16 -1.4289 -3.2922 -0.7466  0.12
H17 -0.0028 -2.4908 -3.3312  0.10
H18 -2.0005 -2.1439 6.9819  0.10
C9 -1.1389 3.9769 4.0530  -0.05
H19 -1.5811 3.7617 5.0229  0.11
C10 3.6584 1.3268 -3.8189  -0.21
C11 3.4502 -0.1718 -4.0719  -0.20
H20 -3.1391 2.9115 -1.5744  0.11
C12 1.8951 1.2480 -2.0027  -0.22
H21 -2.3895 -5.1503 -2.0936  0.11
C13 -0.2550 -5.5419 -1.9627  -0.21
H22 1.3119 -0.0997 -4.3709  0.10
C14 1.0695 -4.8719 -2.3465  -0.20
C15 0.9744 0.8015 7.5507  -0.08
C16 -1.3562 -3.2600 -1.8430  -0.22
H23 -2.1575 -0.6415 -2.0295  0.10
C17 -2.6545 0.7782 -4.2872  -0.20
C18 1.7082 -0.2617 -2.2419  -0.45
C19 -0.0326 -2.5784 -2.2352  -0.48
H24 3.0086 1.8989 -4.4972  0.11
H25 -1.4660 -4.6361 -3.5057  0.11
C20 -0.7172 5.5073 2.2335  -0.11
H26 -0.8256 6.4925 1.7890  0.09
N2 1.1983 0.2856 6.3252  0.08
C21 -2.9515 1.9460 -2.0605  -0.20
H27 -3.4518 0.0520 -4.0723  0.11
H28 0.4564 4.7257 0.6010  0.10
H29 -1.8347 6.0104 4.0084  0.10
H30 2.1043 -2.9876 -2.0808  0.09
H31 4.0318 1.2032 -1.6925  0.12
C22 -0.4336 2.9552 3.3823  -0.29
Ce1 -0.0060 0.1394 2.9848  -0.30
H32 1.4317 1.7035 7.9354  0.12
H33 4.1648 -0.7446 -3.4631  0.11
C23 -1.2834 5.2364 3.4815  -0.09
C24 -1.3126 0.2060 -3.8029  -0.21
H34 1.9086 -1.6819 -3.8874  0.09
C25 -2.9747 2.1051 -3.5865  -0.21
H35 3.4244 2.7754 -2.2146  0.11
H36 0.7388 2.4922 1.6247  0.07
H37 1.1597 -3.4882 -0.6820  0.12
H38 2.4662 -0.7701 -1.6238  0.10
H39 -2.2103 -2.6742 -2.2003  0.10
H40 4.6911 1.6134 -4.0525  0.11
H41 -0.2991 0.1263 9.2210  0.13
C26 -1.6147 1.3638 -1.5779  -0.22
S1 0.3454 -1.7994 4.9494  0.73
C27 -1.4466 -4.6858 -2.4073  -0.20
H42 -1.6276 1.2190 -0.4916  0.08
C28 -1.3144 0.0232 -2.2777  -0.45
C29 0.4303 -0.8200 6.2510  -0.79
H43 -1.5634 -2.0341 8.7332  0.10
H44 -3.9503 2.4835 -3.9155  0.11
H45 -2.6347 0.9166 -5.3755  0.11